A structure of composition C17H19N2O10SScTe at a distorted geometry, computed with ωB97M-V/def2-TZVPD.

Properties
- DFT total energy (eV) = -80218.4959
- energy above the lowest of the compared OMol25 structures with the same formula, charge and spin (kcal per mole) = 0.0
- Kohn-Sham gap (eV) = 7.23
- strongest force on any atom (eV Å⁻¹) = 2.23
- 2S+1 = 1

Structure (XYZ):
```
51
Properties=species:S:1:pos:R:3:forces:R:3:lowdin_charge:R:1
Sc 0.275613 0.609830 0.193548 -0.09 -0.46 -0.11 0.84
C 2.895037 1.522508 2.043788 1.20 -0.60 -0.06 -0.07
O 1.510704 1.639334 1.814956 -0.65 -0.49 0.03 -0.30
C 0.879196 2.565323 2.669280 -1.05 0.93 -0.39 -0.15
C -0.236495 3.212444 1.812219 0.38 -0.31 -0.10 -0.10
O -1.061097 2.232615 1.150414 0.34 0.09 0.22 -0.20
C -2.192652 1.762880 1.865626 -0.83 -0.04 0.12 -0.13
C -1.802841 0.510495 2.618144 0.54 0.23 -0.51 -0.13
O -1.110620 -0.345396 1.699640 0.56 0.58 0.38 -0.30
C -1.768138 -1.555495 1.348382 0.06 -0.71 -0.38 -0.05
H 3.395449 2.444041 1.757818 0.03 0.18 -0.12 0.11
H 3.266865 0.695506 1.417284 -0.15 0.32 0.32 0.07
H 3.112673 1.323870 3.100096 -0.17 -0.13 -0.16 0.10
H 1.573785 3.362058 2.925780 0.15 0.12 0.08 0.14
H 0.538429 2.104237 3.602174 0.02 -0.13 -0.16 0.13
H 0.265762 3.707559 0.976102 -0.15 0.18 0.21 0.14
H -0.880626 3.899224 2.364356 0.20 0.02 0.05 0.14
H -2.981628 1.522485 1.133959 0.43 0.13 0.07 0.15
H -2.591639 2.549475 2.532114 0.24 -0.31 -0.18 0.15
H -2.660005 0.001344 3.003039 -0.57 -0.31 0.38 0.13
H -1.107553 0.751115 3.416550 0.00 -0.13 0.23 0.12
H -2.584909 -1.340546 0.672138 -0.28 -0.03 -0.13 0.09
H -2.102264 -2.084065 2.240312 0.03 0.06 0.07 0.11
H -1.035354 -2.171044 0.813641 -0.16 0.13 0.16 0.09
O 0.105702 3.502271 -2.568887 0.08 0.68 -0.09 0.11
C 0.190882 2.386917 -2.124485 -0.29 0.53 -0.29 -0.56
O 0.757326 2.108025 -0.979723 0.14 -0.61 0.40 -0.11
C -0.319276 1.249614 -2.940050 -0.09 -1.25 0.69 -0.04
C -0.046944 1.286442 -4.279558 0.14 -0.12 -0.63 0.09
C -0.322242 0.181241 -5.066555 0.22 1.06 -0.64 -0.11
C -0.938698 -0.890938 -4.530923 -0.22 -1.67 -1.25 0.06
C -1.212400 -0.983285 -3.212244 -1.01 1.22 1.57 -0.06
C -0.932256 0.102866 -2.343342 0.25 -0.01 -0.04 -0.25
O -1.172769 0.047551 -1.048226 0.30 0.32 -0.32 -0.16
N -2.104336 -2.074615 -2.814309 -0.58 -0.16 0.68 -0.33
O -1.971266 -3.121993 -3.399019 0.22 -0.46 -0.29 0.09
O -2.977897 -1.882617 -1.972471 0.75 0.33 -0.33 0.08
N -0.037786 0.179718 -6.520696 0.31 -0.34 0.24 -0.36
O 0.443089 1.170283 -7.005861 0.22 1.07 0.08 0.09
O -0.239188 -0.830791 -7.157909 -0.44 -0.53 0.25 0.08
H 0.398082 2.163699 -4.700779 0.19 0.33 -0.18 0.14
H -1.234171 -1.695956 -5.181487 0.01 -0.21 -0.10 0.14
Te 2.042805 -1.659972 -0.478550 -0.23 0.50 0.31 0.83
C 1.945185 -2.695699 1.355251 0.03 -0.07 0.06 -1.05
C 1.986131 -4.048618 1.508809 -0.18 0.37 0.91 -0.25
C 1.980906 -4.452702 2.892748 0.44 -1.02 -0.37 -0.21
C 1.982758 -3.425146 3.770402 -0.09 0.48 -0.10 -0.43
S 1.929767 -1.948952 2.894340 0.03 0.74 0.26 0.90
H 2.029820 -4.678708 0.652361 -0.02 -0.64 -0.28 0.08
H 2.065595 -5.490744 3.225220 -0.13 0.33 -0.23 0.10
H 2.053489 -3.417691 4.854587 -0.13 -0.13 -0.34 0.07
```
Positions in Å, forces in eV/Å.